1.
Formula: CH6P4
Source: OMol25
Level of theory: wB97M-V/def2-TZVPD

```
! RIJCOSX wB97M-V def2-TZVPD def2/J DEFGRID3
* xyz 0 1
C -2.061 -0.403 -0.225
P 0.542 1.140 -0.260
P 2.670 0.752 -0.042
P -0.277 -0.769 0.315
P 2.645 -1.374 -0.264
H -2.152 -0.194 -1.285
H -2.373 0.471 0.354
H -2.679 -1.250 0.058
H 0.293 1.817 0.934
H 2.905 1.050 -1.387
H 2.519 -1.563 1.112
*
```

## Properties
LUMO level (alpha / beta) = -1.2 / -1.4 eV
energy relative to the best compared isomer or geometry (same formula, charge and spin) = 154.1 kJ/mol
strongest force on any atom = 1.0 eV Å⁻¹

2.
Formula: C5H7NO
Source: OMol25
Level of theory: wB97M-V/def2-TZVPD

```
! RIJCOSX wB97M-V def2-TZVPD def2/J DEFGRID3
* xyz 0 1
C -0.555 -0.811 -1.490
C 0.480 0.173 -0.881
C -0.270 0.980 0.301
C 0.212 0.151 1.297
C 0.562 -0.553 2.330
N -0.864 2.095 0.274
O 1.185 0.891 -1.639
H -0.872 2.437 -0.694
H 1.092 -0.580 -0.147
H -1.060 -1.394 -0.718
H -0.027 -1.477 -2.171
H -1.283 -0.225 -2.051
H 0.080 -0.356 3.288
H 1.319 -1.330 2.303
*
```

## Properties
LUMO level (alpha / beta) = -1.2 / -1.2 eV
energy relative to the best compared isomer or geometry (same formula, charge and spin) = 578.6 kJ/mol
strongest force on any atom = 0.8 eV Å⁻¹

3.
Formula: C2H3NOS3
Source: OMol25
Level of theory: wB97M-V/def2-TZVPD

```
! RIJCOSX wB97M-V def2-TZVPD def2/J DEFGRID3
* xyz 0 1
C 1.998 -0.872 0.168
C -1.790 0.163 0.344
N 2.359 0.244 -0.019
O 1.762 -2.036 0.259
S -1.455 0.834 -1.144
S -0.264 -0.637 -2.156
S -2.757 1.141 1.364
H 1.102 -0.282 -1.717
H 2.049 1.154 0.427
H -3.002 0.293 2.475
*
```

## Properties
LUMO level = -0.3 eV
energy relative to the best compared isomer or geometry (same formula, charge and spin) = 204.1 kJ/mol
strongest force on any atom = 4.5 eV Å⁻¹

4.
Formula: FeH10O9S
Source: OMol25
Level of theory: wB97M-V/def2-TZVPD

```
! RIJCOSX wB97M-V def2-TZVPD def2/J DEFGRID3
* xyz 1 6
Fe 0.352 0.028 -0.169
S -2.333 0.427 1.773
O -1.133 0.246 0.908
O -2.486 1.770 2.216
O -3.484 -0.004 1.016
O -2.201 -0.531 2.808
O 2.054 -0.531 -1.176
H 2.938 -0.527 -0.868
H 2.057 -0.686 -2.133
O -0.792 0.359 -1.775
H -1.574 0.004 -2.257
H -0.398 1.003 -2.445
O 1.508 -0.342 1.448
H 2.136 -1.040 1.656
H 1.177 0.194 2.195
O 0.851 1.919 -0.552
H 1.660 2.224 -1.033
H 0.097 2.536 -0.673
O -0.175 -1.982 -0.243
H -0.275 -2.711 0.410
H 0.027 -2.365 -1.112
*
```

## Properties
LUMO level (alpha / beta) = -4.8 / -6.0 eV
energy relative to the best compared isomer or geometry (same formula, charge and spin) = 75.5 kJ/mol
strongest force on any atom = 6.8 eV Å⁻¹

5.
Formula: C45H58FGaN4O6
Source: OMol25
Level of theory: wB97M-V/def2-TZVPD

```
! RIJCOSX wB97M-V def2-TZVPD def2/J DEFGRID3
* xyz 0 1
Ga 1.624 -0.554 -0.555
C -2.460 0.459 -6.455
C -1.434 -0.666 -6.254
C -0.565 -0.789 -7.513
C -2.199 -1.978 -6.074
C -0.551 -0.343 -5.056
C -0.461 -1.144 -3.961
C 0.364 -0.796 -2.852
N 0.578 -1.586 -1.853
C 0.413 -2.954 -1.439
C -0.503 -3.925 -1.719
C -0.323 -5.198 -1.162
C 0.787 -5.418 -0.365
C 1.764 -4.459 -0.067
C 1.608 -3.176 -0.614
O 2.613 -2.328 -0.870
C 2.956 -4.773 0.839
C 4.284 -4.604 0.082
C 2.924 -3.812 2.034
C 2.922 -6.206 1.373
C -1.358 -6.285 -1.458
C -1.019 -7.619 -0.792
C -2.733 -5.836 -0.943
C -1.438 -6.522 -2.973
C 1.247 0.365 -2.946
O 2.317 0.344 -2.260
C 1.085 1.235 -4.081
C 0.221 0.855 -5.072
C 1.862 2.550 -4.258
C 2.786 2.909 -3.088
C 0.850 3.698 -4.404
C 2.727 2.469 -5.525
H -3.101 0.237 -7.311
H -1.975 1.418 -6.642
H -3.091 0.566 -5.571
H -1.186 -1.022 -8.381
H 0.173 -1.585 -7.394
H -0.029 0.137 -7.725
H -2.817 -2.162 -6.955
H -2.858 -1.942 -5.205
H -1.521 -2.825 -5.960
H -1.023 -2.065 -3.894
H -1.364 -3.706 -2.339
H 0.911 -6.404 0.056
H 4.405 -3.587 -0.279
H 4.323 -5.279 -0.776
H 5.121 -4.845 0.745
H 3.007 -2.777 1.701
H 3.760 -4.019 2.709
H 1.992 -3.921 2.592
H 2.972 -6.939 0.565
H 2.023 -6.400 1.963
H 3.786 -6.367 2.021
H -0.980 -7.527 0.295
H -0.061 -8.011 -1.142
H -1.789 -8.353 -1.038
H -2.701 -5.661 0.133
H -3.485 -6.604 -1.149
H -3.058 -4.912 -1.422
H -0.471 -6.843 -3.363
H -1.734 -5.617 -3.506
H -2.176 -7.298 -3.199
H 0.136 1.498 -5.940
H 2.238 3.003 -2.150
H 3.255 3.872 -3.312
H 3.569 2.173 -2.942
H 0.228 3.773 -3.510
H 0.191 3.560 -5.263
H 1.379 4.644 -4.539
H 3.452 1.659 -5.437
H 3.271 3.406 -5.666
H 2.129 2.293 -6.420
F 1.429 5.645 2.722
C 0.614 4.630 3.115
C 0.673 3.456 2.417
C -0.155 2.400 2.770
C -0.088 1.145 2.013
O 0.685 0.958 1.091
C -0.987 0.093 2.412
C -1.829 0.307 3.436
N -1.865 1.466 4.182
C -2.922 1.642 5.140
C -3.249 0.536 6.086
C -2.596 1.791 6.598
C -1.052 2.535 3.837
C -1.083 3.743 4.541
C -0.263 4.809 4.194
N -0.303 5.989 4.989
C 0.648 7.070 4.756
C 0.510 8.136 5.850
N -0.071 7.488 7.067
C -1.490 7.066 6.828
C -1.597 6.481 5.418
C -0.921 -1.255 1.679
O -1.724 -2.109 2.050
O -0.043 -1.357 0.769
H 1.357 3.331 1.583
H -2.519 -0.471 3.736
H -3.767 2.207 4.758
H -2.644 -0.359 6.054
H -4.293 0.364 6.304
H -1.558 1.708 6.890
H -3.187 2.480 7.188
H -1.729 3.821 5.401
H 0.508 7.553 3.784
H 1.655 6.663 4.792
H -0.156 8.951 5.575
H 1.480 8.548 6.120
H 0.009 8.078 7.900
H 0.474 6.635 7.240
H -2.130 7.935 6.962
H -1.724 6.329 7.595
H -1.968 7.244 4.717
H -2.343 5.695 5.435
O 2.426 1.139 -0.062
*
```

## Properties
LUMO level (alpha / beta) = -2.0 / -2.0 eV
energy relative to the best compared isomer or geometry (same formula, charge and spin) = 0.0 kJ/mol
strongest force on any atom = 3.4 eV Å⁻¹

6.
Formula: C25H25BeNSi
Source: OMol25
Level of theory: wB97M-V/def2-TZVPD

```
! RIJCOSX wB97M-V def2-TZVPD def2/J DEFGRID3
* xyz -2 1
C -0.845 2.843 -3.234
C -2.061 2.936 -2.501
C -2.541 1.617 -2.259
C -1.616 0.705 -2.841
C -0.565 1.460 -3.439
Be -0.378 1.828 -1.123
N 1.337 1.964 -1.048
C 0.364 3.469 0.605
C -0.984 3.594 0.364
H -3.449 1.354 -1.713
H -2.557 3.859 -2.196
H -1.681 -0.383 -2.810
H 0.306 1.052 -3.954
H -0.221 3.676 -3.559
H -1.370 4.427 -0.231
H 1.081 4.196 0.213
H 2.336 2.194 -1.118
H -1.708 2.982 0.914
H 0.741 2.762 1.348
C -0.282 -4.293 -2.255
C -1.408 -3.516 -1.976
C -1.277 -2.318 -1.266
C -0.015 -1.877 -0.837
C 1.109 -2.681 -1.104
C 0.975 -3.877 -1.815
Si 0.120 -0.273 0.124
C -1.015 -0.612 1.558
C -2.148 0.169 1.804
C -2.973 -0.114 2.898
C -2.672 -1.184 3.747
C -1.551 -1.978 3.496
C -0.729 -1.697 2.403
C 1.874 -0.113 0.818
C 2.092 0.023 2.201
C 3.391 0.154 2.705
C 4.485 0.149 1.838
C 4.284 0.013 0.465
C 2.988 -0.117 -0.043
H -0.384 -5.219 -2.805
H -2.385 -3.843 -2.308
H -2.163 -1.737 -1.048
H 2.095 -2.403 -0.774
H 1.848 -4.483 -2.023
H -2.402 0.983 1.150
H -3.848 0.494 3.088
H -3.309 -1.402 4.594
H -1.318 -2.811 4.148
H 0.139 -2.321 2.223
H 1.267 0.043 2.898
H 3.549 0.263 3.770
H 5.489 0.252 2.230
H 5.131 0.010 -0.209
H 2.856 -0.219 -1.113
*
```

## Properties
LUMO level = 5.1 eV
energy relative to the best compared isomer or geometry (same formula, charge and spin) = 0.0 kJ/mol
strongest force on any atom = 3.7 eV Å⁻¹